(1)
The following is a DFT calculation (ωB97M-V/def2-TZVPD) of C16H24N2SiSn as an isolated structure.

XYZ file:
```
44
Properties=species:S:1:pos:R:3:forces:R:3:mulliken_charge:R:1
C 2.83299 -2.51558 -2.71601 -0.411 -0.013 1.927 -0.4926
C 1.62220 -3.20016 -2.38702 0.897 0.874 1.589 -0.7775
C 1.27433 -2.91375 -0.99555 1.649 -0.626 -1.157 -0.4046
C 2.40410 -2.10148 -0.44706 0.870 -0.508 -1.452 -0.2828
C 3.31369 -1.80939 -1.55736 -1.280 -2.298 0.572 -0.8480
Sn 0.94323 -0.70340 -1.30761 3.105 1.763 6.211 1.1126
N 2.06687 1.11122 -1.68601 -2.840 -0.762 2.856 -0.6256
C -0.17175 0.07854 -2.65306 -3.866 2.945 -5.823 -0.3079
C -0.94494 -1.11458 -2.54850 -0.499 2.072 -0.811 -0.7980
H 0.51001 -3.38434 -0.37911 0.187 0.127 -0.297 0.5031
H 1.10107 -3.90759 -3.00257 -0.304 0.146 -0.278 0.5279
H 2.50009 -1.84425 0.60762 0.128 -0.031 -0.523 0.4888
H 4.22101 -1.24567 -1.45466 -0.054 0.291 -0.141 0.4433
H 3.34735 -2.56117 -3.66328 -0.132 0.122 -0.054 0.4658
H -0.86717 -1.82018 -3.34497 0.452 -0.696 -0.045 0.3758
H -0.55251 1.02063 -2.14520 0.555 -1.187 -0.954 0.1684
H 1.46435 1.53015 -0.77842 2.006 -0.762 -2.684 0.2275
H -1.91639 -0.97154 -2.11291 -0.057 -0.339 0.733 0.2367
H 0.48877 0.20513 -3.56332 -0.988 0.186 1.200 0.4747
C 1.29194 -1.26290 2.67095 0.211 -0.170 -0.040 -1.3138
Si 0.05922 0.06581 2.21180 -0.300 0.328 -0.956 0.1472
C -1.56687 -0.40680 3.01929 -0.095 -0.048 0.106 -1.0578
C 0.65870 1.64903 3.02094 0.045 0.082 0.124 -1.1600
N -0.15660 0.27814 0.45033 0.497 -1.079 0.792 0.3935
C -1.16085 1.24403 0.18803 -0.556 0.562 -0.546 -0.7071
C -2.48885 0.85551 -0.16641 1.001 0.358 0.092 0.0777
C -3.42435 1.80180 -0.57301 0.134 0.327 0.021 -0.8560
C -3.08467 3.16022 -0.62870 0.138 -0.026 0.032 -0.3725
C -1.80717 3.57651 -0.22887 -0.296 -0.253 0.133 -0.9175
C -0.87329 2.64695 0.21813 -0.053 -0.987 -0.201 0.0743
H 1.26882 -1.39769 3.76276 -0.037 0.061 -0.263 0.4632
H 2.31915 -0.98049 2.40573 -0.169 -0.079 0.083 0.3248
H 1.04971 -2.23207 2.21874 0.083 0.080 0.087 0.3221
H -1.41065 -0.55008 4.09856 -0.072 0.029 -0.199 0.3698
H -2.33534 0.36534 2.88967 0.133 -0.139 -0.002 0.3216
H -1.95321 -1.34793 2.60696 0.030 0.149 0.066 0.2723
H 1.65452 1.92888 2.65252 -0.172 -0.026 0.054 0.3106
H -0.02231 2.49203 2.84889 0.133 -0.192 0.079 0.3713
H 0.73080 1.48839 4.10719 0.003 0.080 -0.207 0.3613
H -2.72697 -0.20791 -0.12894 -0.020 0.246 0.005 0.5737
H -4.42462 1.48057 -0.85913 0.173 0.082 0.064 0.3887
H -3.81198 3.90127 -0.97121 0.229 -0.307 0.106 0.3732
H -1.53088 4.63148 -0.25878 -0.160 -0.259 0.032 0.3794
H 0.10847 2.96732 0.57959 -0.297 -0.120 -0.330 0.3722
```
Positions in Å, forces in eV/Å.

Computed properties:
E ... -1237.1020 Ha
HOMO level (alpha / beta) ... -7.321 / -7.333 eV
E_LUMO (alpha / beta) ... -0.0364 / -0.0363 Eh



(2)
The following is a DFT calculation (ωB97M-V/def2-TZVPD) of one molecule with the formula C16H24N4O2.

XYZ file:
```
46
Properties=species:S:1:pos:R:3:forces:R:3:mulliken_charge:R:1
C 0.37902 3.73984 -0.97004 -0.048 -0.026 0.261 -1.0548
H 1.41939 3.67251 -1.27739 0.096 -0.002 -0.061 0.3006
H -0.20747 3.06267 -1.58506 -0.053 -0.049 -0.104 0.3044
H 0.03342 4.75550 -1.14369 -0.031 0.123 -0.083 0.3974
C 0.22923 3.38806 0.51082 -0.114 0.190 -0.241 -0.9891
N 0.58427 2.02041 0.82222 0.046 0.157 0.155 0.2204
C -0.30761 1.00239 0.64840 -0.263 -0.130 0.006 2.1037
C -1.59353 1.22522 0.13376 -0.165 0.078 -0.077 -0.0550
C -2.50839 0.19686 -0.01448 0.578 -0.304 0.274 -0.8940
C -2.17428 -1.11697 0.34323 0.272 0.478 0.015 -0.0049
C -0.89704 -1.34758 0.85589 -0.250 -0.055 -0.096 -1.5191
C 0.00944 -0.32786 1.00324 0.064 -0.036 0.016 -0.3774
H 0.97645 -0.56744 1.41188 0.135 0.002 0.026 0.3403
H -0.63889 -2.35788 1.13514 0.037 -0.087 0.037 0.4559
C -3.11584 -2.22270 0.19146 -0.509 -0.001 -0.180 0.2870
O -2.90849 -3.38990 0.46938 0.182 -0.163 0.094 -0.7076
N -4.33302 -1.85224 -0.31289 -0.057 -0.215 0.031 -0.1533
N -4.66776 -0.55369 -0.67624 -0.128 0.075 -0.068 -0.1324
C -3.83633 0.51780 -0.56430 -0.473 -0.208 -0.140 0.2468
O -4.21469 1.62358 -0.90658 0.089 0.219 -0.003 -0.7085
H -5.60045 -0.40459 -1.03606 0.212 -0.034 0.083 0.2863
H -5.03546 -2.56454 -0.45278 0.146 0.165 0.017 0.2744
H -1.92784 2.20074 -0.17723 0.014 0.111 -0.031 0.5744
C 1.97330 1.74684 1.12402 0.171 -0.281 -0.219 -1.4412
H 2.45069 2.68944 1.39963 -0.059 -0.060 0.051 0.3034
H 2.03562 1.09026 1.99851 0.069 0.062 0.008 0.3752
C 2.73841 1.11563 -0.04654 0.169 -0.015 0.403 0.3477
H 2.16721 0.26688 -0.42276 -0.048 0.000 -0.082 0.2960
C 4.12998 0.66120 0.38567 -0.056 0.033 -0.346 -0.7610
C 4.96522 0.08798 -0.75909 -0.045 -0.046 0.054 -0.8840
C 4.39712 -1.18066 -1.39696 0.069 0.000 0.313 -0.6989
C 4.36948 -2.37599 -0.44471 -0.219 -0.022 -0.310 -0.5023
N 5.70449 -2.64630 0.06636 0.178 -0.146 0.107 -0.5505
H 6.32711 -2.88470 -0.69934 -0.011 -0.046 0.103 0.2082
H 5.68608 -3.43341 0.70529 0.090 0.056 -0.084 0.2167
H 3.92730 -3.23599 -0.97795 0.011 0.169 0.143 0.3183
H 3.72734 -2.15945 0.41244 -0.072 -0.020 -0.038 0.2908
H 3.38769 -1.00397 -1.77042 -0.021 -0.032 -0.115 0.2942
H 5.02324 -1.43831 -2.25535 -0.058 -0.037 -0.094 0.4143
H 5.95785 -0.14714 -0.37333 0.049 0.093 -0.077 0.4566
H 5.07206 0.84913 -1.53584 0.067 0.052 -0.004 0.3707
H 4.66599 1.51697 0.80422 0.022 -0.014 0.110 0.3548
H 4.04273 -0.08385 1.17726 0.010 -0.014 0.158 0.2840
H 2.82731 1.84010 -0.85797 -0.061 0.013 -0.075 0.1097
H -0.79879 3.56905 0.83328 0.084 0.043 0.044 0.5722
H 0.87340 4.04347 1.10381 -0.118 -0.076 0.019 0.4296
```
Positions in Å, forces in eV/Å.

Computed properties:
E ... -993.6017 Ha
HOMO level ... -7.943 eV
Energy relative to the best compared isomer or geometry (same formula, charge and spin) ... 0.475 eV
E_LUMO ... 0.0209 Eh
SMILES ... CCN(CCCCCCN)c1ccc2c(=O)[nH][nH]c(=O)c2c1